[1]
ORCA calculation (ωB97M-V/def2-TZVPD) on a 2-piece molecular cluster, C10H11NS overall.

Results
E ... -840.3449 Ha
M ... 177.27 g/mol
HOMO-LUMO gap (spin up / spin down) ... 0.263 / 0.263 Eh
ΔE to the lowest compared entry with this formula, charge and spin ... 5.5692 eV
LUMO level (spin up / spin down) ... -1.53 / -1.53 eV

ORCA input file:
```
! wB97M-V def2-TZVPD RIJCOSX def2/J DEFGRID3
* xyz 0 1
C -1.83511 -0.04258 1.06147
C 0.53549 -3.87126 -0.71174
C 0.25687 -2.77106 0.15008
C 0.59888 -3.51659 -2.02355
C 0.12670 -1.66067 -0.62224
C 0.52897 0.88090 1.60325
C -0.60183 0.48998 0.78812
C 0.05258 1.79033 0.43822
C 0.71687 1.93797 -0.94170
C -0.82219 3.05240 0.63712
N -2.92842 -0.37657 1.26188
S 0.33085 -1.86302 -2.29691
H 0.93244 -4.81815 -0.29188
H 0.04889 -2.77913 1.24197
H 0.84347 -4.23673 -2.88279
H 0.25907 1.21944 2.55292
H 1.54753 0.60060 1.73784
H 0.00620 2.63524 -1.53697
H 0.75322 0.96860 -1.47210
H 1.76659 2.39599 -0.72489
H -1.73963 2.65301 1.14294
H -1.05705 3.44867 -0.33229
H -0.32036 3.86262 1.22124
*
```


[2]
ORCA calculation (ωB97M-V/def2-TZVPD) on a 2-piece molecular cluster, C10H11O overall.

Results
E ... -462.4612 Ha
M ... 147.20 g/mol
HOMO-LUMO gap ... 0.317 Eh
ΔE to the lowest compared entry with this formula, charge and spin ... 2.3931 eV
LUMO level ... -5.22 eV

ORCA input file:
```
! wB97M-V def2-TZVPD RIJCOSX def2/J DEFGRID3
* xyz 1 1
C -3.48385 -0.27733 -0.31264
C -2.56852 -1.30613 -0.26519
C -3.07328 1.03535 0.08385
C -1.27759 -1.06408 0.03267
C -1.78832 1.32400 0.36113
C -0.84324 0.25026 0.31412
C 2.89531 -1.45990 0.17399
C 1.68348 -1.33354 -0.25754
C 0.59922 0.42832 0.20391
C 2.71849 1.61966 -0.11723
O 1.25851 1.53260 -0.02616
H -4.58766 -0.47260 -0.25283
H -2.72957 -2.39634 -0.51640
H -3.89434 1.82043 0.13656
H -0.52615 -1.83526 0.22583
H -1.51538 2.34828 0.60978
H 3.46924 -2.33856 -0.13907
H 3.30795 -0.99579 1.10484
H 1.16595 -1.90566 -0.91440
H 3.06486 2.41198 0.57346
H 3.19343 0.66301 0.11624
H 2.93145 1.95131 -1.13492
*
```